DFT (ωB97M-V/def2-TZVPD) results for the molecule C10H9F2N2O5P.

```
29
C10H9F2N2O5P, DFT ωB97M-V/def2-TZVPD
C 0.7652 -0.5594 -1.3076
C 2.5241 -2.1371 -0.4995
C 1.3938 -1.2729 -0.0639
C -1.3725 0.7039 -0.5328
C -2.6741 0.2558 -0.3010
N -0.6907 -0.3907 -1.0870
H 0.6764 -1.8594 0.4716
N -2.8268 -1.0416 -0.7079
H 3.1606 -3.8596 -0.7610
F -1.6362 4.1204 0.8142
C -0.9879 2.0141 -0.1526
O 0.9976 0.1620 2.1508
F -4.1760 3.1714 1.2420
H 0.8314 -1.1547 -2.2259
C -1.9333 2.8459 0.4251
H 0.0538 2.2936 -0.2245
H 1.2225 0.4330 -1.5905
H -4.5876 0.7567 0.5677
H -1.4277 -2.4390 -1.5003
O 3.5155 -1.6511 -1.0097
H 1.3590 0.9647 2.5632
C -3.5786 1.0933 0.3206
O 2.3707 -3.4713 -0.3775
P 2.0627 -0.1053 1.0546
C -3.2366 2.4075 0.6739
C -1.6416 -1.4318 -1.1346
O 3.4100 -0.6575 1.6899
H 4.0223 -0.4331 0.9816
O 2.4039 1.2420 0.5212
```

Properties
Gap between HOMO and LUMO (eV): 9.1
SMILES: O=C(O)[C@H](Cn1cnc2cc(F)c(F)cc21)P(=O)(O)O
Calculated total energy (a.u.): -1413.3767
ΔE to the lowest compared entry with this formula, charge and spin (eV): 0.023
HOMO (eV): -8.88

Atomic partial charges in e from the natural (NBO) method, atoms 1 to 2:
1 C -0.191
2 C 0.810

=====

DFT (ωB97M-V/def2-TZVPD) results for a structure of composition C10H9F6N5O4SSbTi.

```
37
C10H9F6N5O4SSbTi, DFT ωB97M-V/def2-TZVPD
H 2.9335 -2.0081 -6.0661
N 0.0844 -0.0144 -2.1695
H 1.5532 -0.3146 -4.9136
F -1.6091 -4.1303 -1.0194
C -2.2268 1.9394 -0.4242
H 3.6818 -1.0477 -1.2216
H 4.7305 -3.5987 -5.8764
C 3.0830 -1.7924 -5.0157
O 1.6788 1.8601 -2.9581
H 5.5839 -3.8874 -4.4027
C -0.9902 0.8982 -2.0742
O -0.5300 0.7353 1.5915
C 2.3212 -0.8589 -4.3787
F 0.7820 -1.8057 0.9076
H 5.0861 -2.7360 -2.3524
N 4.8530 -3.3847 -4.8932
F -1.3098 -3.2772 1.6350
N 0.5246 0.7825 2.3489
C 2.5459 -0.6141 -3.0106
C -3.0158 2.4748 -1.4180
Ti 0.2546 -0.1181 0.0216
C -2.7005 2.1564 -2.7381
C 3.5289 -1.2774 -2.2669
F 0.8509 -4.6051 0.5786
S 1.5298 0.6340 -2.2728
N -1.1971 1.1572 -0.7792
H -3.8493 3.1172 -1.1773
F 0.7317 -2.7851 -1.3783
O 1.4971 0.4466 1.6815
F -1.1813 -1.4714 -0.2900
C 4.1011 -2.4882 -4.2838
H -3.2812 2.5557 -3.5604
Sb -0.3660 -3.3247 0.0615
C 4.3097 -2.2097 -2.8932
N -1.6819 1.3559 -3.0756
H -2.3848 2.1157 0.6314
O 1.8741 0.6229 -0.7946
```

Properties
Gap between HOMO and LUMO (alpha / beta) (eV): 8.3 / 6.6
Multiplicity: 2
Calculated total energy (a.u.): -3047.8182
ΔE to the lowest compared entry with this formula, charge and spin (eV): 0.406
Net charge: +2
HOMO (alpha / beta) (eV): -16.75 / -16.82

Atomic partial charges in e from the natural (NBO) method, atoms 1 to 2:
1 H 0.259
2 N -0.877

=====

DFT (ωB97M-V/def2-TZVPD) results for the molecule C10H9IO3.

```
23
C10H9IO3, DFT ωB97M-V/def2-TZVPD
I -4.2426 0.0242 -0.2447
O 1.3067 0.8174 -0.3930
C -0.6119 -0.9289 -1.1835
O -1.4548 1.6376 0.5496
C -0.8224 1.4222 -0.5838
H -0.5807 -0.6908 2.9426
H 1.7793 -2.5075 -0.4325
C -1.5013 0.3008 1.2256
H 2.9670 -1.2139 -0.4709
H -0.4736 -1.7505 -1.8931
C 0.4911 1.9034 -0.6144
C 1.8884 -1.4502 -0.7497
C -2.3775 -0.5858 0.7184
H -2.5282 -1.6408 1.0776
O 0.7738 3.0425 0.2442
C 0.8466 -0.5606 -0.2050
C -0.9243 0.3037 -1.2957
C 0.5898 -0.8677 1.2865
H 1.3480 3.5815 -0.2199
H 1.3707 -1.3689 1.8659
H 0.6559 2.3357 -1.6948
C -0.3728 -0.3190 1.9433
H 1.8726 -1.4843 -1.8728
```

Properties
Gap between HOMO and LUMO (eV): 8.7
SMILES: C[C@@]12C=C=C(OC(=C\I)/C=C\1)[C@@H](O)O2
Calculated total energy (a.u.): -909.5678
ΔE to the lowest compared entry with this formula, charge and spin (eV): 3.135
HOMO (eV): -8.62

Atomic partial charges in e from the natural (NBO) method, atoms 1 to 2:
1 I 0.117
2 O -0.536

=====

DFT (ωB97M-V/def2-TZVPD) results for a structure of composition C10H9MnN2O5.

```
27
C10H9MnN2O5, DFT ωB97M-V/def2-TZVPD
H 0.7136 1.7976 0.2446
H 0.7288 3.0137 2.4279
H 1.4878 1.8881 3.5833
C 0.5739 2.0839 2.9984
O -2.7098 -0.0482 -1.5140
O -0.4007 -2.3505 -4.9153
H 0.0789 -3.0993 0.9631
C 0.2590 0.9421 2.1236
C -0.7662 -2.4030 0.9137
C -0.0827 -2.0433 -3.8077
C -0.0726 4.5205 -1.8404
N 0.4311 0.9582 0.7974
H -1.2070 -2.4627 -0.0878
N 0.1350 -0.2157 0.2118
C -1.5991 -0.1970 -1.8859
H 0.4632 0.9513 -1.8351
O 2.7051 0.3052 -1.3336
H -1.5189 -2.6905 1.6547
C 1.5522 0.2601 -1.5854
H -0.5159 -0.7081 3.3774
C -0.2328 -0.3367 2.4214
Mn 0.0299 -0.4631 -2.3819
C 0.4448 -2.3301 -2.5154
C -0.2995 -1.0331 1.1918
O -0.8099 4.7145 -0.9827
O 0.8584 -3.3027 -1.9371
H -0.2463 2.2486 3.7134
```

Properties
Gap between HOMO and LUMO (alpha / beta) (eV): 5.2 / 4.3
Multiplicity: 5
Calculated total energy (a.u.): -2022.1897
ΔE to the lowest compared entry with this formula, charge and spin (eV): 4.729
Net charge: +2
HOMO (alpha / beta) (eV): -16.49 / -16.46

Atomic partial charges in e from the natural (NBO) method, atoms 1 to 2:
1 H 0.421
2 H 0.242

=====

DFT (ωB97M-V/def2-TZVPD) results for the molecule C10H9N3O2.

```
24
C10H9N3O2, DFT ωB97M-V/def2-TZVPD
C 1.8458 0.0774 -0.9441
C 0.7815 2.4406 0.0394
C 0.7654 0.0635 -0.0479
C 0.1602 1.2601 0.3690
H 0.4977 -0.8373 3.0250
N 0.6132 -2.3055 -0.0107
N 1.4706 -2.8442 0.6693
H 0.4104 3.4633 0.4457
O -1.3645 -1.0168 0.5377
C -2.0511 -0.6891 -0.5880
H 2.2596 -0.8042 -1.4147
H 3.1730 1.4650 -1.9286
C 0.0755 -1.1728 0.5295
N 1.5758 -2.3522 1.9813
C 1.8702 2.4727 -0.8109
O -1.4987 -0.5008 -1.6283
H -3.9516 -0.3946 -1.2398
H -0.6757 1.1336 1.0575
H -3.9077 -1.8619 -0.2509
C 0.7523 -1.4468 2.2203
C 2.3712 1.3273 -1.3127
H 2.1224 3.4913 -0.9161
C -3.5657 -0.7275 -0.3346
H -3.7297 -0.2412 0.5526
```

Properties
Gap between HOMO and LUMO (eV): 8.8
SMILES: CC(=O)O[C@@]1(c2ccccc2)C=NN=N1
Calculated total energy (a.u.): -701.0652
ΔE to the lowest compared entry with this formula, charge and spin (eV): 3.870
HOMO (eV): -9.28

Atomic partial charges in e from the natural (NBO) method, atoms 1 to 2:
1 C -0.189
2 C -0.183

=====

DFT (ωB97M-V/def2-TZVPD) results for the molecule C10H9N5.

```
24
C10H9N5, DFT ωB97M-V/def2-TZVPD
N -0.3831 1.6691 -0.4505
H 3.9419 -1.9031 1.4635
H -4.8224 -0.2099 -2.2637
N -3.2186 -1.6701 -1.6789
H -3.0579 1.5814 -1.2951
C 2.6740 -0.2149 1.4930
N -1.9634 -1.5880 -1.0922
C 0.4076 -0.5374 0.2334
C -0.5573 0.2679 -0.3909
H 3.2596 -1.5385 3.0808
H 0.9054 3.3871 -0.1205
C 1.5660 0.1385 0.7790
H 2.1971 -2.2880 1.7795
H -3.6136 -2.5625 -2.0594
C -1.7696 -0.2934 -0.9397
H 0.3380 -1.6143 0.2686
C -2.9351 0.4852 -1.3446
C -3.8189 -0.4185 -1.8460
C 0.7646 2.3151 -0.0103
C 1.7136 1.5373 0.5925
H -1.0604 2.2031 -1.0116
N 3.4844 0.9073 1.7015
C 3.0154 -1.5817 1.9930
N 2.9327 1.9282 1.1185
```

Properties
Gap between HOMO and LUMO (eV): 7.7
SMILES: Cc1nnc2c[nH]c(-c3cc[nH]n3)cc1-2
Calculated total energy (a.u.): -660.1875
ΔE to the lowest compared entry with this formula, charge and spin (eV): 0.000
HOMO (eV): -7.53

Atomic partial charges in e from the natural (NBO) method, atoms 1 to 2:
1 N -0.504
2 H 0.222

=====

DFT (ωB97M-V/def2-TZVPD) results for the molecule C10H9NO.

```
21
C10H9NO, DFT ωB97M-V/def2-TZVPD
H -0.8729 2.1976 -1.4517
N -3.3431 -0.2159 1.1341
C -1.2508 0.6289 -0.0290
H 0.8089 2.2028 0.3202
H -2.1906 -1.7301 -0.1018
H -1.3521 2.7856 0.1511
H -2.5588 2.0755 -0.9115
C -2.3737 0.1012 0.5900
O -0.1643 -2.1747 -0.4709
C 1.8949 -1.4751 0.2752
C 2.8172 -0.5021 0.5210
H 3.1334 1.6231 0.6765
C 1.1032 1.1656 0.2910
C 0.0761 0.1892 0.1358
C 0.5364 -1.1614 0.0506
C -1.5188 2.0048 -0.5955
H -1.7291 -3.0377 -1.3503
H 2.1728 -2.5177 0.2284
C -1.4463 -2.2473 -0.6738
C 2.4080 0.8424 0.5060
H 3.8497 -0.7547 0.7046
```

Properties
Gap between HOMO and LUMO (alpha / beta) (eV): 7.9 / 6.3
Calculated total energy (a.u.): -516.3192
ΔE to the lowest compared entry with this formula, charge and spin (eV): 3.939
HOMO (alpha / beta) (eV): -7.80 / -7.50

Atomic partial charges in e from the natural (NBO) method, atoms 1 to 2:
1 H 0.222
2 N -0.342

=====

DFT (ωB97M-V/def2-TZVPD) results for the molecule C10H9NO.

```
21
C10H9NO, DFT ωB97M-V/def2-TZVPD
C -2.9511 -1.2679 0.0953
C 3.0661 -0.6541 -0.2203
H -3.1004 -1.9525 -0.7016
H 2.0612 2.4807 0.3205
H 4.1462 1.0927 0.2719
H -3.8450 -0.5559 0.1061
N -0.5615 -1.1988 0.1396
C 0.7605 0.8085 0.0418
C -1.7106 -0.5208 0.0794
C 1.8466 -1.4146 -0.1330
H -2.9759 -2.0209 0.8802
O -2.6933 1.6041 -0.1146
C -0.4021 1.5961 -0.0962
C 0.6700 -0.6264 0.0736
C 2.0523 1.4053 0.1481
C 3.1880 0.6686 0.1799
C -1.5344 0.8294 -0.0819
H 4.0185 -1.2749 -0.2951
H -0.5828 2.7177 -0.2919
H -3.2007 0.7866 -0.0346
H 1.7485 -2.5031 -0.3673
```

Properties
Gap between HOMO and LUMO (eV): 8.2
SMILES: Cc1nc2ccccc2cc1O
Calculated total energy (a.u.): -516.3981
ΔE to the lowest compared entry with this formula, charge and spin (eV): 1.792
HOMO (eV): -8.18

Atomic partial charges in e from the natural (NBO) method, atoms 1 to 2:
1 C -0.642
2 C -0.207

=====

DFT (ωB97M-V/def2-TZVPD) results for the molecule C10H9NO2.

```
22
C10H9NO2, DFT ωB97M-V/def2-TZVPD
H 1.4436 -1.7027 1.1378
O -1.0870 2.3723 -1.7825
H 1.6077 1.3078 -2.6902
H -1.0723 -2.4052 1.1695
C -0.8280 1.3697 -1.1291
C 0.4336 0.6221 -1.0547
C 1.5924 0.8077 -1.8041
C -1.3366 -0.1939 2.1420
O -2.7439 1.4159 0.1964
C 2.6817 -0.9011 -0.4620
H -0.5795 -0.3499 2.9462
H -2.5578 2.3631 0.0673
H 3.5247 -1.5332 -0.3669
H -2.5610 -1.4329 0.8481
C 1.4597 -1.1016 0.2478
H -2.2629 0.4271 2.4700
C 0.3945 -0.2837 -0.0426
C -1.6384 -1.4262 1.2600
H 3.4720 0.1616 -2.1225
C -0.9102 -0.2064 0.7169
C 2.6506 -0.0309 -1.5215
N -1.6829 0.7202 -0.2257
```

Properties
Gap between HOMO and LUMO (eV): 9.3
SMILES: O=C1c2ccccc2C2(CC2)N1O
Calculated total energy (a.u.): -591.5938
ΔE to the lowest compared entry with this formula, charge and spin (eV): 3.123
HOMO (eV): -8.86

Atomic partial charges in e from the natural (NBO) method, atoms 1 to 2:
1 H 0.213
2 O -0.607

=====

DFT (ωB97M-V/def2-TZVPD) results for a cluster of 2 separate species, C10H9NS2 in total.

```
22
C10H9NS2, DFT ωB97M-V/def2-TZVPD
H -4.2051 1.5499 0.2002
H -0.6562 -1.2355 -0.4688
C 1.0224 -1.7731 -1.6789
C 1.1473 -0.2598 0.1680
H -4.5502 -0.7559 1.4030
H 4.1728 -0.6254 -1.2794
C 0.4000 -1.1005 -0.6424
S -2.1866 -0.8974 1.9076
C 2.5084 -0.0874 -0.0564
H 0.4397 -2.4311 -2.3067
C -3.6299 -0.2205 1.2742
S 0.4544 0.5853 1.5713
H 3.0708 0.5799 0.5771
H 1.2938 3.2440 1.4804
C -1.2758 0.4542 1.3012
H 2.8583 -2.1435 -2.7129
N 0.7863 2.8805 0.6728
C -3.4225 0.9717 0.6568
C 2.3779 -1.6099 -1.9062
C -2.0682 1.3666 0.6751
C 3.1174 -0.7604 -1.0973
H -1.6550 2.2683 0.2613
```

Properties
Gap between HOMO and LUMO (alpha / beta) (eV): 8.0 / 8.1
Calculated total energy (a.u.): -1237.4277
ΔE to the lowest compared entry with this formula, charge and spin (eV): 4.142
HOMO (alpha / beta) (eV): -8.28 / -8.43

Atomic partial charges in e from the natural (NBO) method, atoms 1 to 2:
1 H 0.230
2 H 0.216